Density functional theory data (ωB97M-V/def2-TZVPD) for a single C9H13N3O3 molecule.

Its total charge is 0. As for the frontier orbital gap: 9.770 eV. The HOMO energy is -9.071 eV. Its LUMO energy is 0.026 Ha. As for the spin multiplicity: 1. As for the energy above the lowest of the compared OMol25 structures with the same formula, charge and spin: 4.553 eV. As for the SMILES: COC1=N[C@]2(CC(C(C)C)=NN1)OC2=O.

Each line ends with the Mulliken charge.
Cartesian coordinates (Å):
C1 -1.260 0.922 0.121  1.077
C2 0.996 0.045 0.466  0.372
C3 -1.707 -1.359 0.167  0.660
C4 -1.457 1.973 -0.807  -0.109
C5 -0.019 0.912 1.039  -0.668
C6 3.231 -0.470 -0.467  -1.579
C7 2.247 1.866 -0.513  -1.384
C8 -3.859 -2.207 0.123  -0.713
C9 2.364 0.570 0.239  0.852
N1 -2.110 -0.202 0.159  -0.469
N2 0.866 -1.178 0.071  -0.339
N3 -0.280 -1.939 0.204  -0.422
O1 -1.081 2.579 -1.766  -0.564
O2 -2.128 2.171 0.267  -0.474
O3 -2.495 -2.455 0.233  -0.441
H1 0.366 1.958 1.056  0.271
H2 -0.308 0.601 2.059  0.271
H3 2.850 -0.712 -1.476  0.294
H4 3.429 -1.288 0.197  0.327
H5 4.168 -0.013 -0.664  0.569
H6 1.700 1.762 -1.485  0.300
H7 3.278 2.373 -0.679  0.346
H8 1.580 2.562 0.015  0.360
H9 -4.368 -2.989 -0.305  0.305
H10 -4.080 -1.323 -0.500  0.331
H11 -4.281 -2.152 1.145  0.252
H12 2.754 0.897 1.143  0.273
H13 -0.397 -2.901 -0.042  0.304

---

Density functional theory data (ωB97M-V/def2-TZVPD) for 2 unconnected molecules or ions with the total composition C11H14N4.

Its total charge is 0. As for the frontier orbital gap (alpha / beta): 6.300 / 5.934 eV. The HOMO energy (alpha / beta) is -5.353 / -9.006 eV. Its LUMO energy (alpha / beta) is 0.035 / -0.113 Ha. As for the spin multiplicity: 3. As for the energy above the lowest of the compared OMol25 structures with the same formula, charge and spin: 1.587 eV.

Each line ends with the Mulliken charge.
Cartesian coordinates (Å):
C1 -3.626 -0.995 0.091  -0.624
C2 -2.959 -1.365 -1.050  -0.641
C3 -2.902 -0.908 1.298  -0.399
C4 -1.593 -1.594 -0.949  -0.707
C5 -1.561 -1.181 1.391  -0.464
C6 -0.819 -1.394 0.223  1.040
C7 0.599 -1.698 0.233  0.212
C8 0.736 1.256 0.936  -1.349
C9 0.764 0.830 -1.627  -1.228
C10 2.817 0.608 -0.106  -1.156
C11 1.526 0.802 -0.282  1.000
N1 1.287 -1.804 1.334  -0.420
N2 1.361 -2.042 -0.868  -0.011
N3 2.526 -2.145 0.839  0.259
N4 2.508 -2.271 -0.435  -0.771
H1 -4.667 -0.902 0.047  0.454
H2 -3.445 -1.601 -1.889  0.560
H3 -3.560 -0.771 2.253  0.247
H4 -1.275 -1.980 -1.896  0.353
H5 -0.965 -1.294 2.265  0.543
H6 0.428 0.367 1.611  0.229
H7 -0.082 1.741 0.527  0.402
H8 1.389 1.923 1.567  0.406
H9 -0.139 0.357 -1.655  0.379
H10 0.585 1.945 -1.687  0.358
H11 1.437 0.380 -2.375  0.296
H12 3.117 0.595 0.964  0.303
H13 3.465 0.288 -0.839  0.479
H14 3.148 -2.288 1.605  0.250

---

Values for max |F|, hartree/bohr, ordered as above
0.11669 0.10232